1.
A cluster of 5 separate species, C45H43NO11 in total at a distorted geometry. Source: the OMol25 dataset; level of theory: wB97M-V/def2-TZVPD.

Results
Orbital gap = 7.48 eV
Structure (SMILES) = C#C[C@]1(CC(=O)c2ccccc2)NC(=O)[C@@H](CCCCC)[C@H]1COC.O=C1C=CC(=O)C=C1.O=C1C=CC(=O)C=C1.O=C1C=CC(=O)C=C1.O=C1C=CC(=O)C=C1
Energy above the lowest of the compared OMol25 structures with the same formula, charge and spin = 0.0 kJ/mol
E = -2622.7284 Ha
LUMO = -1.865 eV

Each line ends with the Mulliken charge.
CARTESIAN COORDINATES (ANGSTROEM)
1 O 1.852 -5.609 5.750  -0.5463
2 O 2.878 -1.333 -0.758  -0.4481
3 O 4.687 7.813 3.259  -0.5467
4 O -7.889 -1.568 2.940  -0.5177
5 O -6.357 -4.327 7.190  -0.5422
6 O 0.193 -3.138 1.371  -0.3766
7 O -2.553 0.430 -2.787  -0.5237
8 O 2.266 3.307 1.895  -0.4853
9 O -0.021 0.785 -4.742  -0.6513
10 O 6.544 -0.631 -6.318  -0.5488
11 O 5.664 3.467 -3.081  -0.5615
12 N -0.590 -1.267 -3.871  -0.3371
13 C -0.544 3.841 -3.164  -1.2648
14 C 1.298 -0.128 -2.881  0.6166
15 C -6.334 -0.613 -1.091  -0.6865
16 C 6.341 0.306 -5.577  0.3424
17 C 0.963 -3.649 4.797  -0.4115
18 C 2.821 4.338 2.210  0.4364
19 C 3.222 6.719 1.776  -0.4081
20 C -3.951 -0.501 -1.142  0.1019
21 C 1.471 -5.043 4.749  0.3192
22 C -7.558 -1.598 5.270  -0.3911
23 C 4.756 1.882 -4.566  -0.2328
24 C 0.143 1.616 -1.326  0.6465
25 C -0.500 -1.777 -2.518  3.2579
26 C -1.513 -1.289 -1.428  -1.2292
27 C -6.689 -4.297 4.861  -0.3599
28 C -7.539 -2.200 3.914  0.4022
29 C 5.865 2.529 -3.823  0.3878
30 C 4.133 6.782 2.946  0.3080
31 C 1.081 -5.096 2.326  -0.3304
32 C 2.614 5.586 1.435  -0.1473
33 C -7.174 -2.291 6.338  -0.3617
34 C -0.584 -3.277 -2.452  -2.2347
35 C 1.567 -1.869 -0.868  -0.6084
36 C -5.158 -0.547 -1.828  -0.2867
37 C -7.073 -3.603 3.792  -0.2737
38 C 0.249 3.063 -0.831  -0.8006
39 C 0.572 -3.704 2.376  0.2988
40 C -3.889 -0.522 0.250  -0.4974
41 C -6.709 -3.696 6.218  0.3468
42 C 1.435 1.113 -1.995  -0.6984
43 C 4.340 5.532 3.720  -0.4061
44 C -6.305 -0.619 0.301  -0.4984
45 C 3.185 -0.907 0.563  -0.7626
46 C 0.547 -3.029 3.696  -0.3295
47 C 1.006 -1.506 -2.241  -1.4205
48 C 3.732 4.399 3.380  -0.4580
49 C -5.085 -0.585 0.962  -0.6493
50 C 0.327 4.131 -1.941  -0.5435
51 C 7.231 1.984 -4.022  -0.3713
52 C 1.497 -5.717 3.427  -0.4069
53 C 4.975 0.852 -5.378  -0.3290
54 C -2.638 -0.381 -1.897  0.5929
55 C -0.636 -4.459 -2.245  -0.1065
56 C 0.181 -0.086 -3.938  -0.5893
57 C 7.451 0.954 -4.834  -0.3619
58 H -0.686 1.502 -2.026  -0.2619
59 H 3.086 7.640 1.224  0.4373
60 H 5.009 5.599 4.569  0.3972
61 H -0.156 2.964 -3.689  0.1685
62 H 1.492 -2.208 -2.925  0.7184
63 H 0.918 -1.608 -0.035  0.1505
64 H -7.900 -0.573 5.335  0.4289
65 H 1.092 -5.568 1.352  0.4505
66 H -7.066 -4.022 2.794  0.4404
67 H 4.178 0.366 -5.928  0.4711
68 H 4.068 -0.273 0.492  0.2709
69 H 1.871 -6.733 3.413  0.4078
70 H -0.511 4.660 -3.885  0.4539
71 H -0.617 3.242 -0.186  0.5053
72 H -1.991 -2.175 -1.010  0.9520
73 H -1.586 3.637 -2.910  0.2484
74 H 1.821 1.924 -2.624  0.4401
75 H 1.136 3.129 -0.192  0.0369
76 H 3.767 2.295 -4.409  0.3814
77 H 3.869 3.478 3.931  0.4185
78 H 8.027 2.470 -3.471  0.4140
79 H 8.439 0.541 -4.992  0.4138
80 H 0.174 -2.012 3.709  0.4489
81 H -0.041 5.065 -1.499  0.5164
82 H -5.124 -0.509 -2.909  0.4676
83 H 1.664 -2.960 -0.843  0.6394
84 H -7.182 -1.872 7.336  0.4015
85 H -5.066 -0.574 2.046  0.4611
86 H 2.169 0.958 -1.204  0.1769
87 H -7.240 -0.663 0.841  0.4658
88 H -6.347 -5.322 4.795  0.4145
89 H -0.978 -0.841 -0.590  -0.0540
90 H -1.507 -1.165 -4.282  0.4980
91 H -7.274 -0.621 -1.629  0.3780
92 H 1.945 5.519 0.585  0.4149
93 H 2.268 -0.214 -3.379  0.4484
94 H 0.951 -3.175 5.770  0.4159
95 H 2.349 -0.328 0.969  0.3196
96 H 3.396 -1.782 1.189  0.2734
97 H 1.372 4.296 -2.216  0.3672
98 H -2.947 -0.487 0.782  0.4144
99 H -0.483 -5.482 -1.998  0.5221
100 H -0.045 0.992 -0.445  0.1499

=====

2.
A structure of composition C45H44GeN5O3STi at a distorted geometry. Source: the OMol25 dataset; level of theory: wB97M-V/def2-TZVPD.

Results
Orbital gap (spin up / spin down) = 5.59 / 5.31 eV
Energy above the lowest of the compared OMol25 structures with the same formula, charge and spin = 153.0 kJ/mol
E = -5565.3192 Ha
2S+1 = 2
LUMO (spin up / spin down) = -0.411 / -0.697 eV

Each line ends with the Mulliken charge.
CARTESIAN COORDINATES (ANGSTROEM)
1 Ge 1.974 -0.042 1.473  3.0811
2 Ti -0.043 0.385 -0.296  -1.4112
3 S -4.842 -0.275 -0.029  -0.4003
4 O -0.772 -1.353 -1.153  -0.8816
5 O -0.724 1.406 1.218  1.1267
6 O -1.899 0.504 -1.080  -0.5683
7 N 0.111 2.294 -0.898  2.0429
8 N -2.541 -3.076 3.630  -0.0258
9 N -0.694 3.189 -0.217  -1.7192
10 N 1.337 0.350 -1.886  0.5269
11 N -1.680 -2.023 1.548  0.6306
12 C 1.394 1.487 -2.603  0.7269
13 C -2.101 2.947 3.098  0.3131
14 C -4.381 -1.317 -1.321  0.2710
15 C -3.339 -3.588 2.457  -0.9878
16 C -3.701 -3.341 -3.249  -0.7372
17 C 1.794 2.827 4.646  -0.8074
18 C 4.573 2.799 -0.349  -0.8155
19 C -5.037 -3.091 -2.892  -0.4853
20 C -5.355 -2.126 -1.971  -0.6491
21 C 5.957 0.927 0.220  -0.7531
22 C 3.028 -2.745 1.037  -0.0831
23 C 2.852 -0.683 -3.398  -0.9865
24 C 3.414 -4.041 1.349  -0.8652
25 C -2.694 -1.580 3.745  -1.1034
26 C -2.949 4.245 1.247  -0.6940
27 C 3.476 2.143 0.192  0.1728
28 C 0.949 2.242 5.575  -0.8109
29 C -2.068 3.296 1.751  -0.3743
30 C 5.820 2.188 -0.342  -0.7019
31 C -1.102 2.599 0.877  0.3376
32 C -2.734 -2.556 -2.664  -0.6174
33 C -3.900 4.499 3.442  -0.4193
34 C -3.012 3.557 3.945  -1.0236
35 C 2.927 0.495 -4.138  -0.6605
36 C 3.467 -4.447 2.676  -0.5407
37 C 1.629 0.887 3.192  -0.2109
38 C 3.156 -3.537 3.675  -0.8074
39 C -1.090 -3.442 3.469  -1.0862
40 C -3.068 -1.539 -1.751  -0.2875
41 C -2.761 -2.925 1.185  -0.0073
42 C -0.595 -2.749 2.176  1.1008
43 C 2.185 1.587 -3.746  -0.9924
44 C 2.779 -2.238 3.349  -0.0154
45 C 2.692 -1.813 2.022  -0.3005
46 C 0.441 0.974 5.322  -0.8799
47 C 3.589 0.873 0.762  0.0554
48 C 0.774 0.322 4.143  0.9386
49 C 0.396 3.886 -2.763  -1.9147
50 C 2.134 2.154 3.478  -0.2669
51 C 2.040 -0.717 -2.289  -0.2188
52 C -3.868 4.841 2.096  -0.7232
53 C 0.594 2.591 -2.057  0.9940
54 C -2.175 -0.971 2.428  1.4526
55 C 4.853 0.281 0.766  -0.6814
56 C -1.910 -0.750 -1.296  1.8328
57 H 3.406 -1.566 -3.682  0.4928
58 H 6.680 2.691 -0.766  0.3914
59 H -1.691 -2.696 -2.912  0.3563
60 H -3.753 -1.388 3.913  0.3025
61 H 2.510 2.645 0.175  0.2104
62 H -4.569 5.566 1.705  0.3991
63 H 1.352 4.362 -2.990  0.3796
64 H 2.568 -1.541 4.152  0.4443
65 H 0.691 2.764 6.487  0.3865
66 H -3.442 -4.107 -3.966  0.4070
67 H -2.918 4.490 0.195  0.4696
68 H -4.622 4.966 4.099  0.4067
69 H -0.191 4.553 -2.139  0.4011
70 H -2.125 -1.278 4.626  0.3756
71 H -1.045 -4.530 3.425  0.2229
72 H 3.676 -4.733 0.558  0.4154
73 H -2.972 -0.444 1.901  0.1510
74 H -5.831 -3.672 -3.347  0.3744
75 H 3.760 -5.459 2.928  0.3757
76 H -0.130 3.729 -3.707  0.3380
77 H -1.374 -0.262 2.628  -1.3783
78 H -0.194 -3.485 1.479  0.6985
79 H 4.457 3.788 -0.776  0.4560
80 H 2.197 3.816 4.831  0.4385
81 H 0.210 -2.060 2.414  -2.0266
82 H -3.248 -4.674 2.471  0.2922
83 H 3.222 -3.832 4.716  0.4270
84 H 3.560 0.554 -5.013  0.4296
85 H 6.926 0.444 0.242  0.4138
86 H 4.987 -0.700 1.207  0.3158
87 H -1.394 2.217 3.471  0.4088
88 H 2.997 -2.456 -0.008  0.2364
89 H -3.030 3.297 4.996  0.4250
90 H -3.544 -2.351 0.689  -0.5752
91 H -2.898 -3.504 4.480  0.2909
92 H -4.375 -3.308 2.641  0.4364
93 H 1.915 -1.612 -1.695  0.4680
94 H -0.214 0.497 6.043  0.4254
95 H 0.356 -0.666 3.971  -0.0820
96 H -0.573 -3.101 4.366  0.4907
97 H 2.812 2.634 2.779  0.3720
98 H -6.386 -1.965 -1.681  0.4228
99 H 2.219 2.517 -4.296  0.5204
100 H -2.384 -3.677 0.490  0.7051

=====

3.
A structure of composition C45H44MnN2S2SbTe at a distorted geometry. Source: the OMol25 dataset; level of theory: wB97M-V/def2-TZVPD.

Results
Orbital gap (spin up / spin down) = 6.10 / 5.73 eV
E = -4305.7895 Ha
2S+1 = 5
LUMO (spin up / spin down) = -6.497 / -7.141 eV
Total charge = +2

Each line ends with the Mulliken charge.
CARTESIAN COORDINATES (ANGSTROEM)
1 Te 1.599 0.210 3.517  0.6245
2 Sb -0.766 2.371 1.650  1.1528
3 Mn 0.033 -0.300 1.414  -0.3673
4 S 2.041 -0.678 0.356  0.1503
5 S -0.649 -2.352 0.788  -0.3135
6 N 2.980 -2.952 -0.599  0.0616
7 N 0.433 -4.003 -0.966  0.0575
8 C -1.709 4.269 1.712  0.7760
9 C -3.540 1.144 0.732  0.2695
10 C 0.583 -2.969 -0.189  0.3655
11 C 1.339 0.528 6.453  -0.7085
12 C -0.680 1.237 5.324  0.3866
13 C -2.265 -0.139 2.338  -0.5120
14 C -2.550 6.394 1.033  -0.6720
15 C -4.494 0.136 0.765  -0.6694
16 C 1.052 1.227 -2.785  -0.7496
17 C 2.826 -4.331 -1.091  -0.8915
18 C -3.228 -1.151 2.350  -0.8453
19 C -3.089 6.603 2.290  -0.7216
20 C 1.957 -2.272 -0.174  0.7057
21 C 1.705 2.126 -1.947  -0.8757
22 C -2.237 4.484 2.991  -1.0466
23 C -2.167 -2.836 -2.538  0.0137
24 C -1.850 5.231 0.708  1.2689
25 C 0.615 0.719 5.276  0.3530
26 C -2.934 5.643 3.281  -0.7329
27 C 4.828 -2.308 -2.067  0.5057
28 C -2.381 -2.943 -4.934  -0.5420
29 C -0.040 1.883 -0.310  0.6515
30 C 5.666 -2.045 -4.704  -0.5206
31 C -1.212 -4.678 -3.757  -0.3402
32 C 4.370 -2.438 -0.636  -1.2957
33 C 6.424 -2.779 -3.806  -0.6396
34 C 1.919 3.420 0.189  -1.6980
35 C 1.185 2.457 -0.705  0.2598
36 C -2.632 -2.298 -3.729  -0.7253
37 C -3.775 2.351 -0.134  -1.6024
38 C 4.070 -1.567 -2.971  0.1228
39 C -1.676 -4.137 -4.948  -0.7339
40 C -0.138 0.641 -2.389  -0.8350
41 C -2.400 1.010 1.552  1.2105
42 C 4.486 -1.440 -4.286  -0.7556
43 C -0.541 1.320 7.725  -0.5193
44 C -1.252 1.538 6.550  -0.7856
45 C -0.685 0.978 -1.154  0.1562
46 C 0.749 0.817 7.676  -0.6548
47 C -4.347 -1.001 1.561  -0.7866
48 C -1.301 5.101 -0.688  -1.3152
49 C -0.901 -4.604 -1.270  -1.9526
50 C 6.003 -2.914 -2.487  -0.3143
51 C 1.535 -4.448 -1.840  -0.5899
52 C -1.443 -4.027 -2.549  0.7181
53 H -2.392 -2.344 -1.598  0.5626
54 H -1.442 -0.217 3.059  0.4057
55 H -4.307 3.127 0.421  0.4061
56 H 6.597 -3.491 -1.788  0.4021
57 H 3.897 -0.863 -4.988  0.4404
58 H 2.354 0.152 6.424  0.3942
59 H 4.398 -1.489 -0.106  0.4538
60 H -0.683 -5.625 -3.771  0.4236
61 H 1.250 4.167 0.626  0.2508
62 H 2.411 2.898 1.016  0.2447
63 H 7.343 -3.249 -4.128  0.4127
64 H -0.536 5.858 -0.871  0.4626
65 H -1.554 -4.443 -0.419  0.7419
66 H 2.875 -5.015 -0.240  0.3273
67 H -3.343 5.801 4.269  0.4670
68 H 3.157 -1.078 -2.644  0.3908
69 H -3.103 -2.021 2.980  0.6003
70 H 1.532 -3.842 -2.748  0.3796
71 H 1.306 0.659 8.590  0.4023
72 H -0.858 4.128 -0.884  -0.1500
73 H -2.254 1.946 6.589  0.4291
74 H 1.472 1.001 -3.757  0.4613
75 H -3.211 -1.383 -3.716  0.4760
76 H 2.687 3.963 -0.359  0.5089
77 H -0.655 -0.055 -3.038  0.3914
78 H -1.638 0.547 -0.873  0.2694
79 H -1.236 1.437 4.422  0.0451
80 H -1.500 -4.654 -5.881  0.4239
81 H -5.386 0.242 0.158  0.5283
82 H -2.090 5.260 -1.424  0.4880
83 H 3.661 -4.539 -1.757  0.4725
84 H -2.845 2.792 -0.489  0.0647
85 H 5.993 -1.941 -5.730  0.4142
86 H -5.121 -1.757 1.562  0.4361
87 H -3.625 7.518 2.500  0.4038
88 H -0.993 1.554 8.679  0.4072
89 H -2.757 -2.527 -5.859  0.4205
90 H 2.631 2.586 -2.270  0.4570
91 H 4.982 -3.155 -0.087  0.4163
92 H -0.730 -5.675 -1.366  0.5259
93 H 1.354 -5.483 -2.117  0.5027
94 H -2.673 7.153 0.269  0.4719
95 H -2.103 3.744 3.775  0.3487
96 H -4.376 2.091 -1.005  0.5216

=====

4.
A structure of composition C45H45Cl2FeN5O3P2S4 at a distorted geometry. Source: the OMol25 dataset; level of theory: wB97M-V/def2-TZVPD.

Results
Orbital gap (spin up / spin down) = 7.14 / 6.32 eV
Energy above the lowest of the compared OMol25 structures with the same formula, charge and spin = 23.7 kJ/mol
E = -6701.0269 Ha
2S+1 = 6
LUMO (spin up / spin down) = 1.941 / 1.089 eV
Total charge = -1

Each line ends with the Mulliken charge.
CARTESIAN COORDINATES (ANGSTROEM)
1 Fe 0.252 -0.392 1.589  1.0647
2 Cl 2.778 -0.388 2.351  -0.0939
3 Cl -2.656 -0.306 -4.470  -0.2581
4 S 2.884 -3.830 2.333  -0.4665
5 S -1.918 1.521 1.119  0.4938
6 S 0.078 -0.187 4.256  1.2532
7 S 1.233 -1.955 -0.092  -0.4385
8 P 1.209 1.706 0.437  2.2609
9 P 1.912 -3.729 0.634  0.9433
10 O 0.874 -0.043 5.445  -0.7215
11 O 0.259 -1.442 3.504  -0.6346
12 O 0.241 0.949 3.296  -0.5967
13 N -3.362 -2.631 2.457  -0.7647
14 N -4.502 2.142 1.246  0.1011
15 N -1.551 -1.422 1.354  -0.4056
16 N -3.083 3.787 0.453  0.0257
17 N -5.040 -4.335 1.832  -0.7091
18 C 2.974 1.939 0.953  -0.4110
19 C -4.221 -3.548 2.084  0.5735
20 C 0.718 3.435 0.901  1.0834
21 C -4.096 5.365 2.088  -0.8884
22 C 1.202 1.863 -1.381  -0.2076
23 C -0.008 5.677 0.344  -0.5168
24 C -2.408 -2.049 1.842  0.5271
25 C 2.435 -4.343 -2.054  -0.5986
26 C -4.873 0.735 1.422  0.2064
27 C 0.564 -4.961 0.598  0.2167
28 C 0.969 2.581 -4.109  -0.5523
29 C -1.761 -5.580 0.484  -0.8132
30 C -0.063 6.004 1.690  -0.6915
31 C 2.238 2.403 -3.501  -1.1048
32 C -0.158 1.754 -2.040  1.6716
33 C 5.501 2.472 2.046  -0.6225
34 C 2.321 2.077 -2.134  -0.4412
35 C -0.084 -7.265 0.863  -0.7058
36 C -0.168 2.337 -3.419  -1.3153
37 C -0.766 -4.608 0.419  0.0612
38 C -0.481 -1.475 -5.516  -0.5606
39 C 0.841 -1.888 -5.528  -0.6850
40 C -4.017 4.888 0.640  -0.8522
41 C -0.697 0.273 -2.115  0.8629
42 C 0.294 5.054 2.642  -0.7326
43 C 4.835 1.311 2.386  -0.5869
44 C 0.681 3.780 2.253  -0.6943
45 C 2.949 -4.351 -0.756  0.2161
46 C 1.145 -0.939 -3.343  -0.1800
47 C 3.173 -4.882 -3.098  -0.6650
48 C -0.179 -0.495 -3.305  -0.0100
49 C 4.427 -5.432 -2.854  -0.4661
50 C 3.669 3.113 0.639  -0.3778
51 C -1.622 -0.100 4.746  -0.7160
52 C 0.388 4.400 -0.049  -0.5730
53 C -1.420 -6.905 0.710  -0.4872
54 C 4.212 -4.878 -0.519  -0.2881
55 C 0.906 -6.296 0.817  -0.5718
56 C -0.973 -0.788 -4.415  0.8330
57 C 4.916 3.380 1.171  -0.9685
58 C 3.577 1.053 1.848  0.3749
59 C -3.247 2.527 0.932  -0.5764
60 C -5.164 0.035 0.103  -0.7087
61 C 1.652 -1.625 -4.433  -1.3854
62 C 4.951 -5.420 -1.569  -0.5875
63 H 2.767 -4.879 -4.104  0.4238
64 H -3.105 5.665 2.436  0.1666
65 H -0.431 -0.250 -1.199  -1.3227
66 H -5.007 4.595 0.282  0.4340
67 H -0.895 2.261 -1.406  -0.4710
68 H 1.458 -3.907 -2.236  0.4892
69 H -4.772 6.220 2.172  0.4218
70 H 5.269 0.596 3.073  0.4939
71 H 0.183 -8.302 1.036  0.3603
72 H -2.803 -5.299 0.382  0.4407
73 H 4.598 -4.863 0.494  0.3408
74 H 0.919 2.928 -5.134  0.4128
75 H 5.428 4.298 0.913  0.3992
76 H -5.391 -1.018 0.283  0.3667
77 H -1.014 -3.568 0.246  0.1816
78 H -6.016 0.492 -0.409  0.3765
79 H 0.273 5.310 3.694  0.4301
80 H -1.138 2.452 -3.894  0.5063
81 H -2.108 4.046 0.389  -0.1824
82 H -5.250 2.757 0.969  0.2514
83 H -4.287 0.092 -0.546  -0.1164
84 H 3.296 2.045 -1.662  0.4919
85 H 0.929 3.036 3.000  0.3983
86 H 5.932 -5.840 -1.379  0.3812
87 H 3.212 3.832 -0.029  0.4668
88 H -3.672 5.701 0.001  0.4249
89 H -2.198 -7.656 0.787  0.3871
90 H -1.136 -1.684 -6.352  0.4378
91 H -0.369 6.998 1.997  0.3785
92 H -2.232 -0.322 3.872  -0.0899
93 H -1.781 0.333 -2.156  0.6400
94 H 3.140 2.562 -4.078  0.3998
95 H -1.799 0.916 5.094  0.3059
96 H 1.773 -0.749 -2.483  0.6168
97 H 2.684 -1.957 -4.427  0.4964
98 H 6.476 2.673 2.473  0.3801
99 H 1.230 -2.423 -6.387  0.4077
100 H -4.455 4.568 2.741  0.2536
101 H -5.744 0.705 2.078  0.3776
102 H 0.464 4.169 -1.106  0.2139
103 H -4.047 0.237 1.920  -0.5034
104 H 4.996 -5.867 -3.669  0.3578
105 H -1.797 -0.829 5.536  0.4104
106 H -0.268 6.413 -0.408  0.4520
107 H 1.946 -6.561 0.970  0.3734